one) Molecular formula: C4H2N2O
Method: DFT, the ωB97M-V functional and the def2-TZVPD basis

lowest unoccupied orbital energy = -0.45 eV
SMILES = N#CC#CC(N)=O
charge = 0
molecular weight = 94.073 g mol⁻¹

Last column: Mulliken charge in e.
Atoms and positions in Å:
N -3.0905 0.1771 -2.4925  -0.395
C -2.4172 0.0804 -1.5539  -0.412
C -1.5418 -0.0897 -0.4965  0.278
C -0.6934 -0.3064 0.3325  0.994
C 0.4515 -0.6907 1.1799  -0.011
N 1.4852 -1.1147 0.4078  -0.348
O 0.4455 -0.6402 2.3900  -0.550
H 1.4071 -1.1495 -0.5963  0.222
H 2.3228 -1.4555 0.8538  0.223

---

two) Molecular formula: C4H2N2O
Method: DFT, the ωB97M-V functional and the def2-TZVPD basis

lowest unoccupied orbital energy = 0.17 eV
SMILES = N#Cc1cnoc1
charge = 0
molecular weight = 94.073 g mol⁻¹

Last column: Mulliken charge in e.
Atoms and positions in Å:
N -1.1025 -1.9451 -1.9528  -0.392
C -0.5417 -1.3261 -1.1842  0.086
C -0.1242 -0.1748 -0.3584  0.246
C -0.4611 -0.2264 1.0496  -0.136
N 0.4053 0.6461 1.7709  -0.310
O 1.0284 1.3127 0.7673  -0.129
C 0.7961 0.8225 -0.4703  -0.115
H -1.3108 -0.7789 1.4436  0.394
H 1.3106 1.6701 -1.0657  0.357

---

three) Molecular formula: C4H2N2O
Method: DFT, the ωB97M-V functional and the def2-TZVPD basis

lowest unoccupied orbital energy (alpha / beta) = -0.91 / -0.91 eV
SMILES = N#CC#CC(N)=O
charge = 0
molecular weight = 94.073 g mol⁻¹

Last column: Mulliken charge in e.
Atoms and positions in Å:
N -1.2897 -1.8637 1.2454  -0.250
C -1.4745 -0.9106 1.9081  0.158
C -0.2187 -0.1376 1.9845  -0.051
C 0.2768 -0.0349 0.8484  0.124
C 0.7305 0.6636 -0.3264  0.469
N 0.2159 0.3502 -1.5396  -0.391
O 1.5451 1.5334 -0.0891  -0.522
H -0.3928 -0.4393 -1.6981  0.232
H 0.6074 0.8388 -2.3331  0.230

---

Relative energy of each structure, in eV: one) 0.000; two) 1.530; three) 3.482.

---

one) Molecular formula: C3HO3
Method: DFT, the ωB97M-V functional and the def2-TZVPD basis

lowest unoccupied orbital energy = 4.15 eV
charge = -1
molecular weight = 85.038 g mol⁻¹

Last column: Mulliken charge in e.
Atoms and positions in Å:
C -0.3555 -0.2549 -1.1365  -0.897
C 0.0793 -0.5191 1.2306  0.536
C 0.0178 0.8301 -0.6403  0.612
O 0.1962 2.0204 -0.4717  -0.658
O -0.8692 -0.1202 1.8132  -0.447
O 1.1415 -0.9810 1.1057  -0.398
H -0.2100 -0.9754 -1.9009  0.252

---

two) Molecular formula: C3HO3
Method: DFT, the ωB97M-V functional and the def2-TZVPD basis

lowest unoccupied orbital energy = 4.12 eV
charge = -1
molecular weight = 85.038 g mol⁻¹

Last column: Mulliken charge in e.
Atoms and positions in Å:
C -0.0611 -0.8468 -0.7437  -1.026
C 0.7427 0.4797 1.0323  0.543
C -0.8562 0.0841 -0.9649  0.757
O -1.5287 1.0777 -1.1802  -0.682
O 0.0427 -0.0581 1.8197  -0.420
O 1.6490 1.1518 0.7540  -0.431
H 0.0116 -1.8885 -0.7172  0.258

---

Relative energy of each structure, in eV: one) 0.369; two) 0.000.

---

one) Molecular formula: CH5N3
Method: DFT, the ωB97M-V functional and the def2-TZVPD basis

lowest unoccupied orbital energy = 1.01 eV
SMILES = [H]/N=C\NN
charge = 0
molecular weight = 59.072 g mol⁻¹

Last column: Mulliken charge in e.
Atoms and positions in Å:
H 0.1899 0.6223 1.2517  0.216
N 0.0099 -0.4222 1.4935  -0.712
C -0.1205 -1.0334 0.3240  0.165
N -0.0391 -0.3274 -0.6932  0.004
N 0.0484 1.1407 -0.7043  -0.711
H -0.4389 -2.1512 0.3851  0.277
H -0.2280 -0.6123 -1.5930  0.203
H -0.4567 1.3326 0.1482  0.270
H 1.0350 1.4509 -0.6121  0.288

---

two) Molecular formula: CH5N3
Method: DFT, the ωB97M-V functional and the def2-TZVPD basis

lowest unoccupied orbital energy = 0.67 eV
SMILES = N=C(N)N
charge = 0
molecular weight = 59.072 g mol⁻¹

Last column: Mulliken charge in e.
Atoms and positions in Å:
N 0.4751 -0.4247 -1.2473  -0.670
C 0.0123 -0.0831 -0.0836  0.545
N -1.0755 0.7107 0.1080  -0.525
N 0.8059 -0.3413 1.0224  -0.423
H -0.1818 0.0706 -1.9235  0.170
H -1.4806 1.4093 -0.6723  0.242
H -1.8316 0.4861 1.0135  0.245
H 0.4920 0.0602 1.8677  0.180
H 1.4891 -1.1410 1.0339  0.235

---

Relative energy of each structure, in eV: one) 1.557; two) 0.000.

---

one) Molecular formula: C3H8OS2
Method: DFT, the ωB97M-V functional and the def2-TZVPD basis

lowest unoccupied orbital energy = -3.57 eV
charge = 0
molecular weight = 124.230 g mol⁻¹

Last column: Mulliken charge in e.
Atoms and positions in Å:
C -0.1750 -0.1016 0.6053  -0.471
C 0.4612 -1.0558 -0.3925  -0.273
O 1.1076 -2.1336 0.2715  -0.453
C -0.9009 1.0936 -0.0450  -0.428
S -2.4873 1.2413 0.8254  -0.264
S 3.2290 0.0513 -0.8810  -0.122
H -0.8156 -0.6689 1.3183  0.458
H 0.7051 0.2146 1.1817  0.202
H 1.2516 -0.4006 -0.8455  -0.216
H -0.0301 -1.5133 -1.2567  0.333
H 2.0473 -1.9200 0.1954  0.395
H -0.3487 2.0205 -0.1280  0.393
H -1.0887 0.8202 -1.0774  0.318
H -2.9554 2.3524 0.2285  0.127

---

two) Molecular formula: C3H8OS2
Method: DFT, the ωB97M-V functional and the def2-TZVPD basis

lowest unoccupied orbital energy = 0.65 eV
SMILES = CC=O.CSS
charge = 0
molecular weight = 124.230 g mol⁻¹

Last column: Mulliken charge in e.
Atoms and positions in Å:
C -0.8445 -1.4208 -2.1374  -0.843
C -1.3475 -0.0598 -2.4068  0.169
O -1.5119 0.7901 -1.5757  -0.451
H -0.8953 -1.6980 -1.0790  0.234
H -1.4551 -2.1655 -2.6560  0.323
H 0.1816 -1.5631 -2.4762  0.263
H -1.5724 0.1227 -3.4783  0.307
C 0.4054 0.4840 2.8441  -0.732
S 1.4594 0.0066 1.4763  -0.065
S 1.9409 1.8396 0.6160  -0.209
H -0.6317 0.6919 2.5739  0.278
H 0.4359 -0.3800 3.5066  0.262
H 0.8182 1.2993 3.4194  0.305
H 3.0170 2.0530 1.3732  0.158

---

three) Molecular formula: C3H8OS2
Method: DFT, the ωB97M-V functional and the def2-TZVPD basis

lowest unoccupied orbital energy = 0.34 eV
SMILES = C=CO.CSS
charge = 0
molecular weight = 124.230 g mol⁻¹

Last column: Mulliken charge in e.
Atoms and positions in Å:
C -1.1931 1.3034 0.7538  -0.773
C -1.7221 1.5865 -0.4414  0.108
O -1.8831 0.7236 -1.4745  -0.435
H -0.6789 2.0717 1.3189  0.249
H -1.3366 0.3035 1.1395  0.255
H -1.8465 2.6005 -0.7823  0.344
H -1.7977 -0.1783 -1.1226  0.276
C 2.1463 -0.7382 0.0322  -0.847
S 1.2159 -1.5465 -1.2742  0.002
S -0.1402 -2.5910 -0.0399  -0.225
H 3.0514 -0.2916 -0.3964  0.307
H 1.5695 0.0491 0.5192  0.249
H 2.5241 -1.4797 0.7448  0.353
H 0.0911 -1.8132 1.0230  0.137

---

Relative energy of each structure, in eV: one) 3.748; two) 0.000; three) 0.908.

---

one) Molecular formula: C6H18O2
Method: DFT, the ωB97M-V functional and the def2-TZVPD basis

lowest unoccupied orbital energy = 0.30 eV
SMILES = CCCCCC.O.O
charge = 0
molecular weight = 122.208 g mol⁻¹

Last column: Mulliken charge in e.
Atoms and positions in Å:
C 2.2902 -2.3008 1.3708  -1.162
C 1.2048 -1.3571 0.9026  -0.423
C 1.5716 -0.9385 -0.5368  -0.581
C 0.7834 -1.8201 -1.6109  -0.642
C -0.7489 -1.6515 -1.6733  -0.128
C -1.2094 -0.4602 -2.3813  -1.147
H 1.7980 -2.8665 2.3054  0.284
H 2.5117 -2.9848 0.5500  0.326
H 3.1313 -1.6879 1.6270  0.344
H 0.2511 -1.8183 0.9136  0.365
H 1.3661 -0.5349 1.6387  0.250
H 1.3759 0.0883 -0.9313  0.386
H 2.7380 -1.1193 -0.7827  0.241
H 0.9879 -2.8248 -1.0868  0.204
H 1.2667 -1.7729 -2.6267  0.378
H -1.2120 -2.4803 -2.3210  0.256
H -1.1178 -1.7488 -0.6795  0.195
H -0.6286 -0.3372 -3.3204  0.273
H -1.0656 0.4932 -1.7907  0.213
H -2.2810 -0.5583 -2.6536  0.367
O -1.8352 1.7585 2.4759  -0.640
H -1.6010 1.5262 1.5298  0.322
H -1.2948 1.1461 3.0491  0.322
O -1.5266 5.5706 0.8589  -0.639
H -2.0433 4.7313 0.4963  0.326
H -0.6385 5.2856 0.9779  0.311

---

two) Molecular formula: C6H18O2
Method: DFT, the ωB97M-V functional and the def2-TZVPD basis

lowest unoccupied orbital energy = 0.69 eV
SMILES = CCCCCC.O.O
charge = 0
molecular weight = 122.208 g mol⁻¹

Last column: Mulliken charge in e.
Atoms and positions in Å:
C 0.9867 -1.3313 -0.6078  -1.236
C 0.1748 -0.1134 -1.0167  -0.281
C -0.8092 -0.4032 -2.1663  -0.776
C -2.1297 -1.2239 -1.9016  -0.872
C -2.6835 -0.9834 -0.4939  -0.169
C -3.2869 0.4083 -0.3159  -1.234
H 1.7500 -1.1366 0.1299  0.373
H 0.2737 -2.0930 -0.2709  0.297
H 1.5354 -1.6734 -1.4915  0.300
H -0.3413 0.1744 -0.0858  0.296
H 0.7346 0.7499 -1.3857  0.345
H -1.2914 0.5243 -2.4810  0.331
H -0.2615 -0.8776 -2.9784  0.397
H -2.0123 -2.2873 -2.1763  0.328
H -2.8103 -0.7580 -2.6293  0.395
H -3.4932 -1.7243 -0.2278  0.367
H -1.8033 -1.0801 0.1709  0.119
H -3.0541 1.1515 -1.1072  0.296
H -3.0622 0.7842 0.6722  0.319
H -4.3919 0.4212 -0.5117  0.365
O 3.0652 1.1593 0.7252  -0.630
H 2.1570 1.4582 0.5834  0.342
H 2.9773 0.3122 0.2685  0.333
O 3.5686 1.8203 4.7582  -0.651
H 2.8650 2.4615 4.8796  0.313
H 3.7503 1.6685 3.8272  0.334

---

Relative energy of each structure, in eV: one) 0.926; two) 0.000.

---

one) Molecular formula: C4H11N2O2
Method: DFT, the ωB97M-V functional and the def2-TZVPD basis

lowest unoccupied orbital energy = -3.35 eV
charge = +1
molecular weight = 119.144 g mol⁻¹

Last column: Mulliken charge in e.
Atoms and positions in Å:
N 2.1566 0.2617 -0.0582  -0.638
C 1.9986 -1.0294 0.4131  0.734
O 3.1773 -1.5934 0.6761  -0.394
O 0.8929 -1.5671 0.6286  -0.693
H 1.6360 0.9084 0.5803  0.290
H 1.5950 0.3059 -0.8887  0.255
H 3.8322 -0.8974 0.5170  0.380
C -2.6544 2.7646 -0.1474  -1.147
C -2.0096 1.4000 0.1542  0.186
C -1.8852 0.5222 -0.8329  -0.445
N -1.5411 -0.9023 -0.6661  0.002
H -2.8646 2.8545 -1.2124  0.339
H -3.6080 2.9298 0.3996  0.321
H -2.0147 3.5187 0.2785  0.334
H -1.6775 1.1495 1.2274  0.319
H -2.0771 0.7629 -1.8734  0.230
H -0.5824 -0.9933 -0.2973  0.153
H -2.1580 -1.3818 -0.0499  0.385
H -1.6474 -1.3333 -1.5710  0.389

---

two) Molecular formula: C4H11N2O2
Method: DFT, the ωB97M-V functional and the def2-TZVPD basis

lowest unoccupied orbital energy = -3.51 eV
SMILES = N[C@H](CC[NH3+])C(=O)O
charge = +1
molecular weight = 119.144 g mol⁻¹

Last column: Mulliken charge in e.
Atoms and positions in Å:
N 1.6618 -0.8256 0.0799  -0.741
C 0.7453 0.3197 0.5614  0.451
C -0.5357 0.2907 -0.3113  -1.331
C -1.6875 -0.6471 0.1152  -0.512
N -1.5466 -1.8800 -0.8505  -0.359
C 1.3633 1.7761 0.3393  0.361
O 1.5989 2.3779 -0.6221  -0.479
O 1.2153 2.4673 1.5019  -0.480
H 2.3180 -0.9024 0.8289  0.305
H 2.2622 -0.6478 -0.7782  0.273
H 0.5436 0.2757 1.6572  0.435
H -0.1404 0.1210 -1.3082  0.544
H -0.8811 1.3672 -0.3644  0.416
H -2.6903 -0.2359 -0.1434  0.333
H -1.6187 -0.8936 1.1555  0.402
H -1.9731 -1.7605 -1.6728  0.309
H -1.5372 -2.8019 -0.4044  0.360
H -0.5154 -1.8089 -1.1317  0.362
H 1.4176 3.4082 1.3476  0.351

---

Relative energy of each structure, in eV: one) 0.000; two) 0.447.

---

one) Molecular formula: C2H9NS
Method: DFT, the ωB97M-V functional and the def2-TZVPD basis

lowest unoccupied orbital energy (alpha / beta) = -3.41 / -8.14 eV
charge = +1
spin multiplicity = 2
molecular weight = 79.168 g mol⁻¹

Last column: Mulliken charge in e.
Atoms and positions in Å:
S -1.3579 -0.8597 1.6803  -0.290
H -1.8149 -1.0492 0.4613  0.131
C 0.2180 0.6475 -2.1458  -0.764
N 0.8780 1.0070 -0.8848  0.046
C 1.9294 0.1725 -0.3750  -0.707
H 0.9267 0.8046 -2.9685  0.380
H -0.6535 1.2945 -2.2178  0.328
H -0.0609 -0.4029 -2.1925  0.338
H 0.8949 2.0329 -0.8647  0.346
H -2.5767 -0.6705 2.1848  0.184
H 2.7994 0.1722 -1.0373  0.349
H 2.1656 0.5729 0.6166  0.344
H 1.5950 -0.8424 -0.1620  0.315

---

two) Molecular formula: C2H9NS
Method: DFT, the ωB97M-V functional and the def2-TZVPD basis

lowest unoccupied orbital energy (alpha / beta) = -3.62 / -8.34 eV
charge = +1
spin multiplicity = 2
molecular weight = 79.168 g mol⁻¹

Last column: Mulliken charge in e.
Atoms and positions in Å:
S 3.4674 3.2406 1.3541  -0.295
H 2.2591 2.5653 1.6738  0.140
C -2.3197 -3.0824 -1.8989  -0.656
N -1.8993 -2.1749 -0.7798  0.022
C -2.7710 -1.3409 -0.0650  -0.685
H -3.1853 -3.5444 -1.4215  0.348
H -1.5825 -3.8682 -2.0285  0.321
H -2.6126 -2.3979 -2.6767  0.313
H 3.8254 2.9169 0.0828  0.155
H -1.2366 -2.6858 -0.1913  0.364
H -3.8055 -1.7208 -0.0232  0.297
H -2.5402 -1.0798 0.9891  0.354
H -2.9195 -0.2914 -0.3894  0.324

---

Relative energy of each structure, in eV: one) 0.000; two) 0.854.

---

one) Molecular formula: C5H10OS2
Method: DFT, the ωB97M-V functional and the def2-TZVPD basis

lowest unoccupied orbital energy = -4.75 eV
charge = 0
molecular weight = 150.268 g mol⁻¹

Last column: Mulliken charge in e.
Atoms and positions in Å:
C -3.6377 0.2224 0.5086  0.812
C -2.5958 -0.8818 0.4553  -0.864
O -4.5656 0.1330 1.3011  -0.497
C -3.5090 1.2493 -0.4835  -0.607
S 5.7598 -0.4173 0.2345  -0.196
S 0.7603 0.3499 0.3858  -0.186
C 2.5145 0.0307 0.4706  -0.551
C 3.1599 -0.1192 -0.8927  -0.650
H -1.8223 -0.7693 1.2101  0.194
H -2.0702 -0.7913 -0.4982  0.304
H -3.1078 -1.8395 0.5265  0.309
H -4.1665 2.0956 -0.6167  0.308
H -2.6678 1.2162 -1.1626  0.230
H 2.7198 -0.8161 1.1299  0.366
H 2.9933 0.8437 1.0344  0.323
H 3.1102 -1.1415 -1.2482  0.392
H 2.8493 0.6155 -1.6200  0.324
H 4.2754 0.0199 -0.7349  -0.012

---

two) Molecular formula: C5H10OS2
Method: DFT, the ωB97M-V functional and the def2-TZVPD basis

lowest unoccupied orbital energy = -0.13 eV
SMILES = CCO[C@@H](C)SC=S
charge = 0
molecular weight = 150.268 g mol⁻¹

Last column: Mulliken charge in e.
Atoms and positions in Å:
C 2.1806 -0.9954 0.5583  -1.133
C 1.1389 -0.2161 -0.2695  -0.156
O 0.0841 0.0688 0.5770  -0.360
C -1.0185 0.7921 0.2217  0.029
C -0.5104 2.1453 -0.3924  -1.103
S -1.9424 -0.2224 -1.1250  -0.068
C -2.1761 -1.6261 -0.0567  -0.036
S -3.0958 -2.8735 -0.3736  -0.238
H 2.9125 -1.5034 -0.0451  0.391
H 2.7800 -0.2737 1.2683  0.241
H 1.5432 -1.8316 1.0248  0.260
H 0.7310 -0.7753 -1.1796  0.314
H 1.6054 0.6936 -0.6922  0.259
H -1.6522 0.7497 1.1932  0.342
H 0.3153 1.9391 -1.1725  0.329
H -0.1155 2.8877 0.5080  0.255
H -1.3935 2.6123 -0.7421  0.444
H -1.3865 -1.5711 0.6973  0.231

---

three) Molecular formula: C5H10OS2
Method: DFT, the ωB97M-V functional and the def2-TZVPD basis

lowest unoccupied orbital energy = -0.33 eV
charge = 0
molecular weight = 150.268 g mol⁻¹

Last column: Mulliken charge in e.
Atoms and positions in Å:
C -0.4696 1.2713 2.0712  -0.988
C -1.1245 0.1015 1.4540  0.407
C -0.3204 -0.3717 0.2096  -0.896
C 0.5767 0.3280 -2.5968  0.324
C 1.3597 -0.8793 -2.3917  -1.104
H -0.9550 2.1197 1.5155  0.246
H 0.8084 1.3544 1.6526  0.223
H -0.3172 1.5023 3.5299  0.346
H -2.2533 0.2651 1.2424  0.317
H -1.0796 -0.3904 3.2173  0.362
H -0.5594 -1.4995 0.1346  0.376
H 0.8340 -0.4959 0.3264  0.303
H 2.1718 -1.2955 -1.5597  0.257
H 0.6414 -1.7054 -2.4748  0.354
H 1.8452 -0.9554 -3.3157  0.396
O -1.0807 -1.1237 2.2695  -0.577
S -0.7830 0.5218 -1.3516  -0.130
S 0.7055 1.2527 -3.9329  -0.216

---

Relative energy of each structure, in eV: one) 6.996; two) 0.000; three) 3.304.